[1]
Computed, not measured: C20H24N2O2S in the gas phase in a non-equilibrium geometry, with wB97M-V/def2-TZVPD.

```
49
C20H24N2O2S, DFT wB97M-V/def2-TZVPD
O -0.9238 -2.3554 -0.1942
O 1.5460 -2.9698 -3.9259
C 0.1504 -2.1333 -0.7667
C 2.1041 -5.0699 0.6041
C 3.0820 -5.1717 -0.4133
C 1.1445 -4.0490 0.4893
C -0.0789 1.5114 -1.8309
C 3.1733 -4.3016 -1.4886
C 0.9093 1.5943 -2.8090
C 1.1673 -3.1658 -0.6111
C 0.3699 -0.8497 -1.5169
C -0.3540 0.3222 -1.1812
C 2.2087 -3.2683 -1.5329
C 1.3796 -0.7262 -2.4858
C 1.6686 0.4773 -3.1137
N -1.2996 0.3412 -0.1395
N -1.4081 0.2800 2.9538
S 2.3418 -2.1990 -2.9670
C 2.7121 0.5794 -4.2036
C -1.7641 -1.7165 4.3552
C -0.1372 1.7071 4.5776
C -1.7106 -1.1514 2.9081
C -0.0554 0.6877 3.4307
C -1.4873 1.5226 0.7321
C -2.1224 1.1928 2.0921
H 2.0865 -5.8312 1.3756
H 3.7546 -6.0079 -0.3083
H 0.3499 -3.9379 1.2128
H -0.6307 2.4180 -1.5787
H 3.9090 -4.4502 -2.2741
H 1.0484 2.5990 -3.2481
H -1.4412 -0.5913 0.2644
H 2.8395 1.6077 -4.5340
H 2.4598 -0.0109 -5.0958
H 3.6850 0.2641 -3.8270
H -2.3929 -1.0912 4.9816
H -0.7335 -1.7079 4.7806
H -2.1661 -2.7442 4.3747
H 0.8499 2.0565 4.8437
H -0.7043 2.5956 4.3135
H -0.5942 1.2597 5.4557
H -2.6581 -1.2910 2.3946
H -0.9229 -1.6851 2.3387
H 0.5420 -0.1641 3.7663
H 0.4846 1.1100 2.5819
H -2.1413 2.2527 0.2411
H -0.5037 1.9666 0.9122
H -2.2717 2.1020 2.6678
H -3.1344 0.8602 1.8425
```

Properties
E_tot ... -39038.431 eV
Kohn-Sham gap ... 7.4 eV
E_HOMO ... -8.0004 eV



[2]
Computed, not measured: 12 unconnected molecules or ions with the total composition C18H16BCl44I, with wB97M-V/def2-TZVPD.

```
80
C18H16BCl44I, DFT wB97M-V/def2-TZVPD
C 3.4541 -1.5479 1.7061
C 2.4979 -1.5701 0.4935
C 1.0096 -1.4900 0.8704
C 0.6441 -0.1644 1.5716
B 0.1474 -1.6396 -0.4369
C 0.2666 -0.5433 -1.5555
C 0.9766 -1.2277 -2.7560
C 2.0335 -0.3959 -3.4654
I 1.4628 1.6296 -3.8545
H 4.1629 -0.7236 1.6167
H 4.0589 -2.4554 1.7211
H 2.9195 -1.4758 2.6513
H 2.6570 -2.5180 -0.0364
H 2.7682 -0.7904 -0.2243
H 0.7986 -2.3248 1.5466
H 1.2623 0.6648 1.2256
H 0.7307 -0.2451 2.6561
H -0.3953 0.1115 1.3710
H -0.5486 -2.5885 -0.6290
H -0.7097 -0.1777 -1.8791
H 0.8629 0.2967 -1.1947
H 0.2283 -1.5752 -3.4685
H 1.5007 -2.1229 -2.3931
H 2.9595 -0.3352 -2.8960
H 2.2822 -0.8292 -4.4323
Cl 3.3318 2.4378 -7.5274
C 4.4521 3.3518 -6.5146
Cl 5.6250 4.1857 -7.5403
Cl 3.5532 4.5380 -5.5687
Cl 5.3034 2.2478 -5.4297
Cl -1.4690 7.3418 -7.1918
C 0.0887 6.9704 -6.4506
Cl 1.3650 7.1295 -7.6603
Cl 0.4134 8.0800 -5.1130
Cl 0.0639 5.3149 -5.8348
Cl 7.2456 -2.0788 1.5374
C 7.2128 -3.8407 1.4663
Cl 8.7913 -4.4470 0.9634
Cl 6.8048 -4.4802 3.0624
Cl 5.9849 -4.3598 0.3049
Cl -1.9324 -3.5350 -3.0212
C -2.5131 -5.0353 -2.2868
Cl -4.2582 -4.9123 -2.0459
Cl -2.1397 -6.3929 -3.3519
Cl -1.7335 -5.2870 -0.7230
Cl -5.3720 7.7522 -3.2080
C -3.8334 8.4293 -3.7559
Cl -3.1832 9.4874 -2.5024
Cl -2.6927 7.1251 -4.0768
Cl -4.0967 9.3605 -5.2350
Cl -9.5375 -2.8552 -2.0075
C -7.9408 -3.0541 -1.2849
Cl -7.3429 -4.6852 -1.6179
Cl -6.8240 -1.8740 -1.9738
Cl -8.0450 -2.8167 0.4611
Cl 5.9051 -5.1673 5.8403
C 4.8379 -5.1946 7.2499
Cl 5.3786 -6.4488 8.3712
Cl 4.8839 -3.6253 8.0545
Cl 3.1927 -5.5427 6.7189
Cl -4.6768 10.0844 0.5437
C -3.4005 10.8799 1.4645
Cl -2.8257 9.7980 2.7351
Cl -2.0580 11.2806 0.3844
Cl -4.0282 12.3618 2.1898
Cl -3.1616 1.3405 1.3005
C -3.6496 -0.1528 2.1053
Cl -5.4082 -0.2076 2.2273
Cl -3.0851 -1.5404 1.1716
Cl -2.9287 -0.2094 3.7205
Cl -6.7248 3.3249 6.3401
C -6.7196 1.5593 6.3225
Cl -5.1808 0.9790 5.6835
Cl -6.9498 0.9527 7.9651
Cl -8.0336 0.9786 5.2925
Cl 2.1595 -9.6679 4.2413
C 3.8411 -9.1533 4.0781
Cl 4.4121 -8.5093 5.6168
Cl 4.8356 -10.5317 3.6007
Cl 3.9547 -7.8898 2.8467
```

Properties
E_tot ... -578685.137 eV
Kohn-Sham gap ... 9.3 eV
E_HOMO ... -9.3229 eV
SMILES string ... CC[C@@H](C)BCCCI.ClC(Cl)(Cl)Cl.ClC(Cl)(Cl)Cl.ClC(Cl)(Cl)Cl.ClC(Cl)(Cl)Cl.ClC(Cl)(Cl)Cl.ClC(Cl)(Cl)Cl.ClC(Cl)(Cl)Cl.ClC(Cl)(Cl)Cl.ClC(Cl)(Cl)Cl.ClC(Cl)(Cl)Cl.ClC(Cl)(Cl)Cl



[3]
Computed, not measured: 2 unconnected molecules or ions with the total composition C5H11O3 in a non-equilibrium geometry, with wB97M-V/def2-TZVPD.

```
19
C5H11O3, DFT wB97M-V/def2-TZVPD
C -1.8906 0.9157 -0.9786
O -1.5557 1.7693 0.1395
C -0.7323 0.8909 -1.9475
C 0.4705 0.1077 -1.3673
C 1.0948 0.6699 -0.0964
C 1.3975 -0.2538 0.8836
O 2.3309 -0.3445 1.7329
H -2.8424 1.3195 -1.3682
H -2.1471 -0.0710 -0.5913
H -1.0474 0.4117 -2.8750
H -0.5896 1.8904 -2.4040
H 1.1310 -0.0735 -2.2155
H 0.0020 -0.8146 -1.0082
H 1.6711 1.5648 -0.3030
H -0.6613 1.3821 0.4224
H 0.7257 -1.1677 0.7932
H 1.0719 -2.0041 3.5512
H 0.8416 -3.4701 3.5192
O 0.7295 -2.7228 4.1129
```

Properties
E_tot ... -11505.623 eV
Kohn-Sham gap ... 6.9 eV
Charge ... -1
E_HOMO ... -2.9828 eV



[4]
Computed, not measured: 9 unconnected molecules or ions with the total composition C18H57N15O9 in a non-equilibrium geometry, with wB97M-V/def2-TZVPD.

```
99
C18H57N15O9, DFT wB97M-V/def2-TZVPD
C 2.2324 1.0522 2.8450
O 2.8814 0.9504 1.5934
C 4.2523 1.2517 1.4526
C 4.6750 0.5554 0.2138
C 5.0876 -0.8865 0.5244
N 5.8434 1.2697 -0.3418
H 2.4998 2.0514 3.2579
H 2.5951 0.2736 3.4639
H 1.1585 0.9678 2.6926
H 4.3213 2.3678 1.3672
H 4.7938 0.8923 2.3325
H 3.8352 0.5437 -0.4532
H 5.4692 -1.3529 -0.3390
H 4.1924 -1.4312 0.9416
H 5.9068 -0.8548 1.2994
H 6.4296 0.6687 -0.9064
H 5.4178 1.9829 -0.9908
C -4.7369 -2.5323 -4.6374
O -4.9923 -1.6087 -3.5862
C -4.0985 -1.5591 -2.5035
C -4.2861 -2.6361 -1.4395
C -5.7746 -2.9174 -1.1533
N -3.5240 -2.2933 -0.2397
H -5.6199 -2.5028 -5.2703
H -4.7260 -3.5906 -4.2636
H -3.8251 -2.4098 -5.3211
H -3.1217 -1.5312 -2.8636
H -4.4860 -0.6017 -1.9811
H -3.8760 -3.5980 -1.8822
H -6.1882 -3.3309 -2.0649
H -6.3226 -2.0184 -0.9196
H -5.8845 -3.7223 -0.3664
H -2.5867 -1.9409 -0.4508
H -4.0768 -1.6691 0.3771
C -2.5602 1.5135 2.3387
O -1.4472 2.2807 2.8615
C -0.9581 3.2621 1.8806
C 0.0760 4.1649 2.5653
C -0.5255 5.3745 3.3517
N 0.9895 4.6914 1.5006
H -2.2270 0.8329 1.5709
H -3.3122 2.2154 1.8946
H -3.0432 1.0280 3.1911
H -0.4868 2.7570 1.0356
H -1.8597 3.8633 1.5532
H 0.7031 3.5444 3.2225
H 0.2525 6.0755 3.5855
H -1.1437 5.0291 4.1541
H -1.0999 6.0710 2.6467
H 1.6274 5.3137 2.0020
H 1.6506 3.9878 1.2174
N 3.7577 3.9160 -2.0255
C 2.9109 4.2836 -0.9981
N 1.6154 4.5355 -1.2951
O 3.4034 4.3295 0.1056
H 4.7124 4.1818 -1.8624
H 3.5776 4.0581 -3.0096
H 0.9725 4.7329 -0.5696
H 1.2037 4.1584 -2.1616
N 2.4512 -3.5013 2.4087
C 2.4551 -2.7655 3.5421
N 1.7855 -3.3499 4.6502
O 3.1089 -1.7470 3.7134
H 1.6963 -4.1988 2.2263
H 3.0945 -3.1778 1.6616
H 1.1757 -4.1288 4.3508
H 1.6060 -2.8206 5.4874
N -2.1016 -3.1953 2.1351
C -1.2834 -4.2260 1.7625
N -1.6686 -4.7905 0.6360
O -0.2500 -4.5461 2.3595
H -2.9923 -3.0687 1.7088
H -2.1325 -3.1051 3.1309
H -2.2518 -4.2361 0.0012
H -0.8787 -5.2944 0.2238
N 1.2489 -3.4805 -2.2104
C 0.4728 -3.4169 -3.3791
N -0.4710 -2.4598 -3.5030
O 0.5999 -4.2836 -4.2568
H 1.5926 -2.5802 -1.9538
H 2.0169 -4.0758 -2.4285
H -0.7547 -2.1746 -4.4206
H -0.6422 -1.7532 -2.7247
N 0.9080 0.7562 -0.4726
C 0.3945 -0.4537 -0.4279
N 1.0015 -1.2766 0.4365
O -0.5033 -0.8068 -1.2277
H 1.6746 1.0003 0.1037
H 0.6125 1.3618 -1.2684
H 1.7862 -0.9207 0.9498
H 0.4649 -2.0436 0.7794
N -2.1324 1.2446 -2.4171
C -1.5516 2.4446 -2.6781
N -2.3159 3.2581 -3.5221
O -0.5324 2.9305 -2.1565
H -1.6650 0.4562 -2.0964
H -2.7778 1.1572 -3.1286
H -3.3108 2.9798 -3.6267
H -2.1852 4.2477 -3.5116
```

Properties
E_tot ... -60374.098 eV
Kohn-Sham gap ... 9.6 eV
E_HOMO ... -9.3783 eV
SMILES string ... COC[C@H](C)N.COC[C@H](C)N.COC[C@H](C)N.NC(N)=O.NC(N)=O.NC(N)=O.NC(N)=O.NC(N)=O.NC(N)=O